The following is a quantum chemistry calculation of a 2-piece molecular cluster, C5H8O overall, from OMol25.

Summary:
Structure (SMILES) = C=C1CC1.C=O
Net charge = 0
Kohn-Sham gap = 10.917 eV
HOMO level = -9.92 eV
Spin multiplicity = 1
Energy relative to the best compared isomer or geometry (same formula, charge and spin) = 289.50 kJ/mol

Geometry as XYZ:
```
14
Properties=species:S:1:pos:R:3:forces:R:3
O 1.5478 1.2053 -1.7905 0.1 -0.4 0.2
C 1.8031 0.1818 -1.2088 0.0 0.2 -0.2
C 0.6584 -0.0454 1.4428 -0.1 0.0 -0.1
C -0.4221 -0.0737 0.6834 0.1 0.0 0.1
C -1.4407 -0.8547 -0.0287 0.0 -0.2 0.0
C -1.4746 0.6748 -0.0044 0.0 0.2 0.0
H 2.6239 0.1051 -0.4690 -0.1 0.1 -0.1
H 1.1615 -0.9604 1.7472 -0.1 0.1 0.0
H 1.0888 0.8980 1.7715 -0.1 -0.1 0.0
H 1.2427 -0.7574 -1.3843 0.1 0.1 -0.1
H -1.1918 -1.3144 -0.9844 0.0 0.0 0.2
H -2.1589 -1.4165 0.5647 0.1 0.2 -0.1
H -1.2089 1.1774 -0.9341 0.0 -0.1 0.2
H -2.2291 1.1802 0.5946 0.1 -0.1 -0.1
```
Forces are in eV/Å.

The following is a quantum chemistry calculation of a 3-piece molecular cluster, C3H12N2O2 overall in a non-equilibrium geometry, from OMol25.

Summary:
Structure (SMILES) = CC/N=C\N.O.O
Net charge = 0
Kohn-Sham gap = 9.958 eV
HOMO level = -9.45 eV
Spin multiplicity = 1
Energy relative to the best compared isomer or geometry (same formula, charge and spin) = 154.77 kJ/mol

Geometry as XYZ:
```
19
Properties=species:S:1:pos:R:3:forces:R:3
C 0.7255 -1.6141 -0.3473 -0.3 -0.1 1.0
C 0.5655 -0.4300 0.6299 0.8 0.4 -0.1
N -1.3118 0.6106 -1.1380 0.0 1.3 1.3
C -0.1955 1.3519 -0.6955 0.3 -0.6 -0.4
N 0.7480 0.8953 0.0151 -0.2 0.3 0.9
H -0.2314 -2.1357 -0.3703 0.2 -0.3 -0.6
H 1.1253 -1.3346 -1.3169 -0.5 0.3 -0.2
H 1.4939 -2.2764 0.0562 -0.3 -0.2 0.1
H -0.3467 -0.3252 1.2287 -0.3 -0.8 -0.4
H 1.3217 -0.5964 1.3992 0.2 0.6 -0.1
H -1.6575 -0.0002 -0.4114 0.0 -0.7 -0.8
H -1.3210 0.3792 -2.1107 -0.3 -0.3 -0.1
H -0.1696 2.4043 -0.9614 0.2 -0.1 -0.5
H -3.3816 -0.2065 1.0311 -0.1 -0.5 0.0
H -3.6170 -1.4872 0.1963 -0.1 0.1 0.1
O -3.2055 -1.1630 1.0060 0.1 0.5 -0.1
H 2.5530 1.5388 0.2986 0.2 0.3 -0.1
H 3.4561 2.4485 1.1576 0.0 -0.2 -0.3
O 3.4485 1.9408 0.3328 -0.2 0.0 0.4
```
Forces are in eV/Å.

The following is a quantum chemistry calculation of C14H41BaHgNO19S2Zn as an isolated structure in a non-equilibrium geometry, from OMol25.

Summary:
Net charge = +2
Kohn-Sham gap = 5.552 eV
HOMO level = -12.55 eV
Spin multiplicity = 1
Energy relative to the best compared isomer or geometry (same formula, charge and spin) = 0.00 kJ/mol

Geometry as XYZ:
```
80
Properties=species:S:1:pos:R:3:forces:R:3
Ba 0.8650 -0.4924 4.2429 0.4 -1.0 -0.7
Hg -2.4275 -0.0354 -1.9567 0.9 -1.1 -1.3
Zn 1.5452 -2.3404 0.7906 1.3 -0.1 -0.2
S -0.1303 -0.3012 0.8147 2.4 -2.1 -1.6
O 1.2009 -0.4483 0.2107 1.0 2.5 -1.3
O -0.3227 -1.7233 1.1651 -2.8 -1.0 1.4
O -0.0016 0.5480 1.9962 -1.2 0.6 0.3
O -1.1153 0.0875 -0.1958 -0.5 1.2 1.1
S 3.6675 -2.4371 2.2575 4.0 0.2 0.3
O 3.4860 -2.7102 0.8086 -0.1 -0.5 -1.5
O 2.2651 -2.0252 2.6222 -3.1 1.3 2.4
O 4.0364 -3.6207 2.9907 -0.5 -0.2 0.2
O 4.5408 -1.2938 2.4403 -0.4 -0.1 0.3
C 1.1585 -4.9378 -0.0460 0.1 -1.2 0.3
C 0.5245 -4.0573 -1.1283 0.6 -1.1 0.9
O 1.3172 -2.8565 -1.2240 -1.0 -0.9 -0.8
O 1.0716 -4.2975 1.2407 -0.5 -0.2 -0.8
H 2.1910 -5.1882 -0.3136 0.2 0.7 0.1
H 0.7319 -5.9350 0.1055 -0.6 0.2 -0.7
H -0.5043 -3.8030 -0.8571 0.0 0.0 -0.2
H 0.6101 -4.6334 -2.0509 -0.4 0.1 0.0
H 1.5091 -2.7705 -2.1596 0.6 0.6 0.2
H 1.1124 -4.9596 1.9341 0.4 0.1 0.2
C 5.5474 2.0860 -0.3914 -0.6 0.8 0.9
C 4.3388 1.1952 -0.2014 0.3 -0.8 -1.1
O 3.1664 1.9863 -0.0345 -0.2 0.2 0.2
O 5.8995 2.7024 0.8536 0.4 -0.4 -0.1
H 5.3432 2.9305 -1.0578 -0.3 -0.4 -0.5
H 6.3736 1.5103 -0.8011 0.2 0.0 0.4
H 4.4688 0.4729 0.6104 0.2 0.3 0.2
H 4.2402 0.5702 -1.1062 -0.1 0.2 0.0
H 2.4716 1.3775 0.2315 -0.1 -0.1 0.1
H 5.0861 3.0768 1.2060 0.0 0.0 0.0
C -4.0097 1.5787 0.1372 1.0 1.0 -1.1
C -4.0697 2.4706 -1.1039 -1.6 0.2 1.8
O -2.9372 2.1897 -1.8882 -0.1 0.9 -0.6
O -3.9447 0.2094 -0.3406 -0.9 -0.3 0.7
H -4.8356 1.8075 0.8054 -0.2 -0.5 0.0
H -3.0654 1.7936 0.6396 -0.1 -0.3 0.2
H -4.1362 3.4991 -0.7370 0.5 0.1 -0.3
H -5.0264 2.2858 -1.6054 0.2 -0.1 -0.4
H -2.9695 2.7465 -2.6794 0.2 -0.1 0.0
H -4.8446 -0.0884 -0.5371 0.0 -0.1 0.1
C -1.3203 5.3044 2.2162 -0.3 -0.1 1.4
C -0.7732 3.9810 1.7269 0.3 -1.0 -0.7
O -1.4408 2.8272 2.2849 -0.3 0.9 0.4
O -0.7134 6.3963 1.5750 0.0 -0.2 -0.8
H -1.1122 5.3870 3.2893 -0.1 -0.3 0.0
H -2.4137 5.3378 2.1488 0.0 0.0 -0.4
H 0.2968 3.9221 1.9473 0.0 0.1 0.0
H -0.8908 3.8198 0.6486 0.2 0.8 -0.2
H -0.9883 2.0606 1.9135 0.1 0.0 0.3
H -0.3951 7.0314 2.2168 0.0 0.0 0.1
C -0.7080 -3.8548 4.5620 -1.7 -0.3 0.6
C -1.9207 -2.9188 4.4938 1.3 0.4 -0.2
O -1.5578 -1.8891 3.5429 -0.3 0.1 0.8
O 0.4110 -3.1902 5.1491 0.0 0.3 -0.8
H -0.5873 -4.1742 3.5240 0.7 -0.1 0.1
H -0.9849 -4.7048 5.1899 0.2 -0.2 -0.1
H -2.0975 -2.4570 5.4652 -0.1 0.1 -0.1
H -2.8261 -3.4000 4.1289 0.1 -0.3 0.3
H -1.5871 -2.3133 2.6745 0.4 0.5 -0.2
H 1.1892 -3.7439 4.9819 0.1 0.2 0.1
C -2.0893 0.8760 -5.3235 0.1 0.2 -0.9
C -1.1247 -0.2198 -4.8383 -1.2 1.8 0.7
C -0.0154 0.4335 -3.9949 1.0 -1.7 0.2
O -0.4889 1.0724 -2.8267 -0.6 0.2 -0.6
C 0.3509 2.1441 -2.3913 0.8 0.8 0.0
N -1.9011 -1.1968 -4.0117 0.3 -0.5 -0.1
H -2.0655 1.8127 -4.7652 0.3 -0.1 0.2
H -3.1479 0.6175 -5.4024 0.1 -0.5 0.1
H -1.7801 1.1071 -6.3449 -0.1 0.3 0.1
H -0.7068 -0.7384 -5.6992 0.2 0.0 0.1
H 0.6416 1.0585 -4.6000 -0.4 0.4 -0.1
H 0.6550 -0.3658 -3.6495 0.1 -0.1 -0.1
H 0.6117 2.7334 -3.2735 0.0 0.1 0.1
H 1.2775 1.8203 -1.9097 -0.1 -0.4 -0.1
H -0.1327 2.8146 -1.6828 -0.5 -0.4 -0.1
H -1.3638 -2.0625 -4.1222 0.1 0.0 1.2
H -2.7281 -1.4972 -4.5311 -0.3 0.7 0.1
```
Forces are in eV/Å.

The following is a quantum chemistry calculation of a 2-piece molecular cluster, C6H13N overall in a non-equilibrium geometry, from OMol25.

Summary:
<S²> = 0.77
Net charge = +1
Kohn-Sham gap (spin up / spin down) = 8.350 / 5.837 eV
HOMO level (spin up / spin down) = -14.25 / -14.24 eV
Spin multiplicity = 2
Energy relative to the best compared isomer or geometry (same formula, charge and spin) = 297.04 kJ/mol

Geometry as XYZ:
```
20
Properties=species:S:1:pos:R:3:forces:R:3
C -0.0851 -2.6004 -0.8884 -0.7 0.6 0.4
C 0.1363 -1.2488 -1.5722 -0.7 -0.7 -0.9
C 1.5037 -0.6884 -1.2570 0.0 0.2 -0.4
H 0.6987 -3.3073 -1.1569 0.1 0.1 0.4
H -1.0417 -3.0789 -1.1164 0.1 0.2 -0.3
H -0.1690 -2.3607 0.1811 0.6 -0.7 0.1
H -0.6780 -0.5590 -1.3163 0.1 0.0 0.2
H 0.0065 -1.4082 -2.6566 0.3 0.3 0.2
H 1.6546 0.2673 -1.7640 0.0 0.1 0.3
H 1.6590 -0.5880 -0.1736 0.1 0.0 -0.2
H 2.2617 -1.3476 -1.6811 0.1 -0.1 0.3
C -0.3152 2.4638 0.8405 3.1 0.3 -0.1
C -1.6635 2.5943 0.8734 -1.1 -1.0 -0.3
C 0.0130 0.8256 2.4174 0.9 -0.6 0.0
N 0.3883 1.3823 1.3281 -3.3 0.9 0.5
H 0.3287 3.2418 0.4359 -0.2 0.0 -0.1
H -2.2747 1.6971 0.9840 0.0 0.3 0.3
H -2.1857 3.5230 0.6826 0.3 0.1 -0.1
H 0.0717 -0.2514 2.5816 0.4 0.1 -0.2
H -0.3093 1.4435 3.2579 -0.1 0.0 -0.1
```
Forces are in eV/Å.